# 1
Formula: C21H31Cl5P2Pt
Source: the OMol25 dataset
Level of theory: ωB97M-V/def2-TZVPD

The value obtained for the HOMO-LUMO gap (alpha / beta) is 5.2 / 8.2 eV. As for the expectation value of S²: 2.026. Its largest force on an atom is 4.85 eV/Å. The value obtained for the LUMO energy (alpha / beta) is 0.0118 / 0.0048 Ha. The calculation puts the HOMO energy (alpha / beta) at -0.178 / -0.297 Ha.

```
! wB97M-V def2-TZVPD RIJCOSX def2/J DEFGRID3
* xyz 0 3
P 1.8510 1.9516 -0.7637
P -0.9719 -2.2395 2.3448
C -0.2483 0.0020 0.4966
C -1.3647 -0.8256 1.1862
H 0.6530 -0.6229 0.3773
H 0.0213 0.8431 1.1617
H -1.9544 -0.1205 1.7923
H -2.0401 -1.2598 0.4345
C -0.9845 -3.7349 1.3340
H -0.2987 -4.4781 1.7558
H -0.6849 -3.5088 0.3055
H -2.0047 -4.1396 1.3338
C -2.2044 -2.4777 3.6328
H -3.0841 -2.9620 3.1875
H -2.4930 -1.5239 4.0922
H -1.7851 -3.1398 4.4058
C 2.8646 2.0797 -2.2802
H 3.8826 2.4215 -2.0470
H 2.3883 2.7746 -2.9830
H 2.9168 1.0837 -2.7395
C 1.5639 3.6823 -0.2482
H 0.8496 3.6776 0.5850
H 1.1271 4.2393 -1.0861
H 2.4990 4.1598 0.0738
Pt -0.4831 1.0000 -1.4326
C -2.4804 0.5021 -1.5919
C -1.6663 -0.5711 -2.1159
C -1.5332 -0.7973 -3.6008
C -1.0151 0.4600 -4.3412
C -0.2772 1.4275 -3.4300
C -0.9653 2.5114 -2.7453
C -2.4650 2.6909 -2.8893
C -3.2628 1.4240 -2.5100
C 3.0214 1.2718 0.4802
H -2.9711 0.3026 -0.6337
H -1.6074 -1.4768 -1.5095
H -2.4820 -1.1435 -4.0367
H -0.8161 -1.6168 -3.7541
H -0.3070 0.1224 -5.1103
H -1.8410 0.9710 -4.8548
H 0.7604 1.6256 -3.7256
H -0.3960 3.4419 -2.6125
H -2.7312 3.0238 -3.9011
H -2.7689 3.4995 -2.2077
H -4.1703 1.7364 -1.9796
H -3.6036 0.8862 -3.4065
H 2.5448 1.2404 1.4693
H 3.9250 1.9038 0.5451
H 3.3176 0.2512 0.1975
Cl 1.9824 -2.7925 0.8507
C 1.8533 -2.4936 2.5549
C 0.6668 -1.9615 3.1016
C 0.8131 -1.1637 4.2592
Cl -0.3790 0.0353 4.6182
C 1.9669 -1.2511 5.0592
Cl 2.0850 -0.3614 6.5132
C 3.0406 -2.0810 4.6416
Cl 4.3981 -2.3055 5.6439
C 3.0015 -2.6604 3.3488
Cl 4.3466 -3.5337 2.7541
*
```

# 2
Formula: C21H31ClF9N3O7P2S
Source: the OMol25 dataset
Level of theory: ωB97M-V/def2-TZVPD

The value obtained for the HOMO-LUMO gap is 8.1 eV. Its SMILES is C[C@@H](Cl)C[C@](OC[C@](CCC(F)(F)C(F)(F)S(F)(F)(F)(F)F)(C[C@@H]1CO1)O[C@@H](c1cccnc1)P(C)C)(ON=O)P(=N)(O)O. Its largest force on an atom is 5.29 eV/Å. The value obtained for the LUMO energy is -0.0214 Ha. The calculation puts the HOMO energy at -0.319 Ha.

```
! wB97M-V def2-TZVPD RIJCOSX def2/J DEFGRID3
* xyz 0 1
C 4.7740 2.0852 0.1953
C 3.5085 2.8834 0.6968
Cl 3.2424 4.2170 -0.5642
C 2.2253 1.9555 0.6201
C 1.4236 1.8042 1.9641
O 0.6175 0.6113 1.8242
C -0.5413 0.8615 1.0303
C -0.8775 -0.3255 -0.0026
C -1.5963 0.4316 -1.2184
C -2.9035 1.1968 -0.8253
C -3.1894 2.2275 -1.9852
F -3.0475 1.6635 -3.2424
F -2.1188 3.1364 -1.9065
C -4.4808 3.0983 -1.8183
F -4.3107 3.8508 -0.6725
F -4.5054 4.0061 -2.8450
S -6.1140 2.2121 -1.6575
F -5.8385 1.7663 -0.1208
F -5.5723 0.8206 -2.2835
F -6.5251 2.7174 -3.1694
F -6.7664 3.6125 -1.0852
F -7.5823 1.5357 -1.5349
C -1.9548 -1.2461 0.6476
C -2.4235 -2.3932 -0.4427
C -3.9434 -2.1954 -0.9917
O -3.4660 -3.2976 0.0192
O 0.2695 -0.9017 -0.5830
C 0.8163 -2.0895 -0.0623
C 1.2236 -2.9572 -1.3180
C 2.0624 -2.3377 -2.3606
C 2.3774 -3.1638 -3.5251
C 1.8269 -4.5112 -3.5576
N 1.0742 -5.1165 -2.6075
C 0.7951 -4.3248 -1.5370
P 2.4651 -1.8759 0.9016
C 3.6851 -3.2212 0.3999
C 2.0503 -2.2614 2.7009
O 0.6591 2.9429 2.3646
N 0.6127 3.9356 1.3979
O 0.2631 4.9335 1.9047
P 2.5646 1.4283 3.4446
N 3.1604 2.7479 4.0591
O 3.7552 0.3812 2.9993
O 1.6319 0.6992 4.6358
H 5.4213 2.7879 -0.3919
H 4.5066 1.2556 -0.5163
H 5.3943 1.6622 1.0243
H 3.6541 3.4048 1.6715
H 2.6003 0.9216 0.3697
H 1.5794 2.2330 -0.2559
H -1.4601 0.9748 1.6688
H -0.4661 1.7968 0.4184
H -1.8613 -0.3069 -2.0266
H -0.7917 1.0745 -1.6678
H -3.7163 0.4424 -0.7033
H -2.8524 1.8045 0.1093
H -1.4979 -1.8472 1.4875
H -2.8833 -0.7589 1.0125
H -1.6403 -2.7739 -1.1909
H -4.1134 -2.9147 -1.8227
H -4.7175 -1.8007 -0.3015
H 0.1987 -2.7693 0.5696
H 2.4139 -1.2868 -2.2700
H 3.0133 -2.7538 -4.3463
H 2.0601 -5.1193 -4.4689
H 0.1538 -4.7806 -0.7367
H 4.3182 -3.4272 1.3098
H 4.3525 -2.7899 -0.3840
H 3.2154 -4.1937 0.1164
H 3.0027 -2.4071 3.2787
H 1.5078 -1.4129 3.1962
H 1.3926 -3.1652 2.8198
H 2.8452 2.8336 5.0266
H 3.8616 0.3346 2.0274
H 1.1815 1.4382 5.0872
*
```

# 3
Formula: C21H31ClN2O4
Source: the OMol25 dataset
Level of theory: ωB97M-V/def2-TZVPD

The value obtained for the HOMO-LUMO gap is 10.0 eV. Its SMILES is COC(CN(C(=O)CCl)[C@H](C(=O)NC1CCCCC1)c1ccccc1C)OC. Its largest force on an atom is 0.82 eV/Å. The value obtained for the LUMO energy is 0.0266 Ha. The calculation puts the HOMO energy at -0.339 Ha.

```
! wB97M-V def2-TZVPD RIJCOSX def2/J DEFGRID3
* xyz 0 1
C 0.8322 0.7463 4.0492
H 0.8555 1.6470 4.6593
H 1.2140 -0.1021 4.6241
H -0.1914 0.5375 3.7250
O 1.6524 1.0055 2.9258
C 1.7472 -0.0767 2.0387
O 2.6259 -1.0674 2.5025
C 3.9589 -0.6409 2.7148
H 3.9825 0.3169 3.2405
H 4.5045 -0.5515 1.7701
H 4.4259 -1.4076 3.3299
C 2.1517 0.4742 0.6537
N 1.0399 1.0405 -0.0722
C 0.6075 2.3181 0.0316
O -0.3974 2.7027 -0.5387
C 1.4529 3.2855 0.8404
H 1.6962 2.8860 1.8234
H 0.9161 4.2305 0.9188
Cl 2.9764 3.6185 -0.0249
C 0.1490 0.1723 -0.8438
C 0.8161 -1.0940 -1.3173
C 0.5544 -2.3055 -0.6896
C 1.1568 -3.4728 -1.1228
C 2.0328 -3.4348 -2.1926
C 2.3037 -2.2305 -2.8171
C 1.7087 -1.0487 -2.3949
C 2.0319 0.2425 -3.0832
H 2.3813 0.9886 -2.3717
H 1.1499 0.6477 -3.5798
H 2.8036 0.0909 -3.8334
H 2.9940 -2.2039 -3.6481
H 2.5091 -4.3399 -2.5385
H 0.9452 -4.4055 -0.6229
H -0.1209 -2.3335 0.1517
H -0.1545 0.7715 -1.7136
C -1.1360 -0.1132 -0.0433
O -1.1969 -0.0508 1.1673
N -2.1721 -0.4610 -0.8241
H -2.0633 -0.4552 -1.8260
C -3.5002 -0.7342 -0.3124
C -3.9544 -2.1367 -0.7188
C -5.3476 -2.4199 -0.1640
C -6.3435 -1.3744 -0.6569
C -5.8873 0.0261 -0.2585
C -4.4955 0.3130 -0.8138
H -4.1600 1.3054 -0.5087
H -4.5251 0.2857 -1.9064
H -6.5934 0.7694 -0.6329
H -5.8640 0.1041 0.8303
H -7.3307 -1.5767 -0.2376
H -6.4239 -1.4344 -1.7448
H -5.6703 -3.4170 -0.4701
H -5.3113 -2.3992 0.9271
H -3.2419 -2.8755 -0.3469
H -3.9736 -2.2058 -1.8097
H -3.4195 -0.6715 0.7774
H 2.9320 1.2247 0.7778
H 2.5540 -0.3599 0.0735
H 0.7783 -0.5872 1.9613
*
```

# 4
Formula: C21H31CoN5O6S
Source: the OMol25 dataset
Level of theory: ωB97M-V/def2-TZVPD

The value obtained for the HOMO-LUMO gap (alpha / beta) is 4.6 / 5.4 eV. As for the expectation value of S²: 3.833. Its largest force on an atom is 4.58 eV/Å. The value obtained for the LUMO energy (alpha / beta) is -0.0052 / -0.0472 Ha. The calculation puts the HOMO energy (alpha / beta) at -0.175 / -0.245 Ha.

```
! wB97M-V def2-TZVPD RIJCOSX def2/J DEFGRID3
* xyz 0 4
O -0.0395 -0.0008 -3.9632
H -0.3380 0.0305 -4.8865
Co 0.5643 -0.2236 0.1315
N 0.4069 1.4409 1.0187
N 1.6064 0.8111 -1.0031
N -0.8607 -0.9962 1.0781
N 0.2464 -1.6748 -0.9705
O -0.4347 1.7537 1.9522
O -1.5199 -0.5196 2.1578
O 0.9262 -1.9986 -2.0856
O 2.0557 0.3883 -2.1272
C 1.9796 2.0491 -0.5351
C 1.3482 2.3709 0.6809
C -1.1716 -2.2689 0.7491
C -0.5522 -2.6508 -0.4665
C 1.5583 3.5514 1.5380
H 1.8651 3.2594 2.5495
H 0.6307 4.1284 1.6207
H 2.3498 4.1776 1.1214
C 2.9004 2.9218 -1.2901
H 2.5290 3.0875 -2.3061
H 3.8999 2.4829 -1.3467
H 2.9955 3.8909 -0.7959
C -2.0285 -3.1360 1.5907
C -0.7663 -3.9725 -1.0972
H -2.6888 -2.5480 2.2340
H -1.4304 -3.8034 2.2306
H -2.6346 -3.7664 0.9322
H -0.1660 -4.0714 -2.0054
H -1.8336 -4.1272 -1.3213
H -0.5026 -4.7926 -0.4143
H -1.1806 0.4741 2.1599
H 1.3240 -1.1047 -2.3863
C -0.9767 0.7036 -3.1610
H -0.4848 1.5273 -2.6414
H -1.4091 0.0221 -2.4319
H -1.7624 1.0704 -3.8365
O -3.8078 2.1331 -0.3220
H -3.7590 1.1874 -0.5672
H -2.8849 2.4265 -0.3959
N 1.9390 -1.2385 0.8214
S 2.9114 -1.0415 2.1125
C 3.1780 -2.7421 2.6538
C 2.3647 -3.7769 2.1932
C 2.5840 -5.0900 2.6494
C 3.6368 -5.3287 3.5464
C 4.4556 -4.2910 4.0010
C 4.2323 -2.9904 3.5498
C 1.7997 -0.4478 3.3985
C 2.0580 0.7871 4.0084
C 1.2454 1.2262 5.0538
C 0.1610 0.4400 5.4641
C -0.1049 -0.7746 4.8386
C 0.7438 -1.2433 3.8336
H 2.2647 -1.9220 0.1282
H 1.5484 -3.5517 1.5007
H 1.9322 -5.9017 2.3048
H 3.8221 -6.3478 3.8911
H 5.2639 -4.4826 4.7095
H 4.8335 -2.1498 3.8816
H 2.9051 1.3711 3.6440
H 1.4484 2.1867 5.5317
H -0.4917 0.7914 6.2704
H -0.9701 -1.3815 5.1344
H 0.6306 -2.2396 3.4101
*
```